(1)
Below is a 12-piece molecular cluster, C39H101NO12 overall, with properties calculated with ωB97M-V with the def2-TZVPD basis set.

Element x y z (Å)
C -2.0076 -3.6049 0.4806
C -2.1341 -3.9979 1.9527
C -3.4386 -4.7523 2.2701
C -3.5224 -5.5367 3.6040
C -2.3500 -6.5057 3.5653
C -1.0188 -5.8525 3.4624
N -1.0714 -4.9866 2.2505
O 0.2164 -4.4185 2.0505
C -0.6409 -5.1176 4.7921
C 0.0294 -6.9712 3.3336
C -1.9203 -2.7123 2.8842
H -2.8916 -3.0535 0.1604
H -2.0737 -4.4780 -0.1686
H -1.1052 -3.0365 0.2553
H -4.1369 -3.9263 2.4050
H -3.6750 -5.3305 1.3768
H -4.5019 -6.0141 3.6301
H -3.5193 -4.9242 4.5056
H -2.5139 -7.1605 2.7095
H -2.3337 -7.0502 4.5094
H -1.4554 -4.5671 5.2629
H -0.3532 -5.7765 5.6114
H 0.2652 -4.5699 4.5330
H 0.0175 -7.5188 4.2760
H -0.2450 -7.6474 2.5239
H 1.0418 -6.6743 3.0598
H -2.6672 -1.9573 2.6389
H -0.9363 -2.2446 2.8537
H -2.0987 -2.9576 3.9312
H 0.5224 -5.1050 1.4533
C 1.6465 -3.9242 -1.2951
C 0.9535 -5.2948 -1.4473
C 1.3863 -5.8979 -2.7947
O 1.2334 -6.0890 -0.3669
H 2.6816 -4.1107 -1.0091
H 1.1734 -3.3968 -0.4668
H 1.5117 -3.2678 -2.1549
H -0.1234 -5.1370 -1.3894
H 2.3454 -6.3894 -2.6312
H 1.4045 -5.0969 -3.5337
H 0.7702 -6.7299 -3.1357
H 2.1893 -6.1048 -0.2798
C 3.4689 4.2814 3.9842
C 2.1559 5.0136 3.9757
C 2.2479 6.4014 3.3480
O 1.2079 4.1866 3.2541
H 3.7983 3.8207 3.0529
H 3.5408 3.5238 4.7646
H 4.2944 4.9571 4.2079
H 1.6565 5.0975 4.9410
H 2.9658 7.0696 3.8236
H 1.2513 6.8418 3.3170
H 2.5498 6.3738 2.3010
H 1.3253 4.4693 2.3442
C 0.1489 6.4835 -0.8970
C 1.2534 5.5463 -0.5824
C 2.6976 6.0713 -0.6314
O 1.0162 5.0301 0.6770
H 0.4955 7.0024 -1.7907
H 0.0748 7.2799 -0.1565
H -0.7783 5.9315 -1.0514
H 1.1909 4.6613 -1.2156
H 2.7893 7.0546 -0.1701
H 3.0562 6.2099 -1.6514
H 3.4008 5.3564 -0.2042
H 0.0911 4.7764 0.6410
C -1.1234 1.0551 3.2077
C -1.2742 1.4776 4.6185
C -1.5918 0.3646 5.5897
O 0.0151 2.0054 4.9102
H -0.4503 0.1981 3.1856
H -0.8092 1.8265 2.5047
H -2.1095 0.7760 2.8364
H -1.9524 2.3283 4.6842
H -0.7378 -0.2754 5.8117
H -2.4026 -0.2641 5.2218
H -1.8728 0.8308 6.5340
H 0.0898 2.8040 4.3828
C 5.7403 -2.7751 -0.8833
C 5.3369 -1.3920 -1.3768
C 4.3874 -0.6701 -0.4329
O 6.5588 -0.7109 -1.3865
H 6.1542 -2.7204 0.1235
H 6.4939 -3.2733 -1.4932
H 4.9254 -3.4989 -0.8957
H 4.9194 -1.4705 -2.3806
H 4.0726 0.2897 -0.8425
H 4.9182 -0.6104 0.5173
H 3.4950 -1.2850 -0.3162
H 7.0829 -1.1245 -2.0763
C -3.1493 1.7915 -3.1691
C -3.0407 2.9412 -2.0813
C -4.3837 3.6076 -1.7912
O -2.6447 2.2542 -0.9334
H -3.3901 2.2913 -4.1074
H -3.9043 1.0286 -2.9790
H -2.2006 1.2787 -3.3272
H -2.3603 3.7406 -2.3747
H -4.7192 4.1321 -2.6859
H -4.2073 4.4547 -1.1284
H -5.1532 2.9858 -1.3336
H -1.8775 1.7732 -1.2520
C 1.3469 1.7754 -0.2455
C 0.6114 0.6838 -0.9889
C -0.1622 -0.3368 -0.1178
O -0.3032 1.3008 -1.7816
H 2.1650 1.5200 0.4281
H 0.6892 2.2634 0.4739
H 1.7030 2.5941 -0.8708
H 1.3289 0.1011 -1.5666
H -0.6594 0.0540 0.7700
H 0.4556 -1.1789 0.1941
H -0.8727 -0.8111 -0.7949
H 0.0659 2.0641 -2.2318
C -2.1420 -1.8516 -4.0737
C -1.5722 -3.1435 -3.5578
C -2.6529 -4.0921 -3.0481
O -0.9870 -3.8158 -4.6431
H -2.4942 -1.1040 -3.3630
H -2.9904 -2.0134 -4.7386
H -1.4101 -1.3705 -4.7227
H -0.7520 -2.9268 -2.8734
H -2.2538 -4.9514 -2.5092
H -3.2894 -4.3180 -3.9036
H -3.4181 -3.5891 -2.4570
H -0.1848 -3.3510 -4.8923
C -2.4976 5.8077 2.3526
C -2.5547 4.4394 1.6983
O -1.6029 4.2359 0.6968
H -3.4407 6.0060 2.8619
H -2.2878 6.6234 1.6607
H -1.7165 5.8339 3.1124
H -3.4916 4.2106 1.1905
H -2.3353 3.6668 2.4353
H -1.7963 3.4010 0.2644
C -0.7795 5.4135 -4.3729
C 0.0689 4.2261 -4.8951
O 0.4197 3.4304 -3.7984
H -0.8541 6.2810 -5.0286
H -0.3311 5.8022 -3.4586
H -1.8032 5.0949 -4.1763
H 0.9828 4.5453 -5.3961
H -0.4573 3.6041 -5.6192
H 1.2585 3.0130 -4.0077
C 2.8672 -0.7638 -4.0249
C 1.5146 -0.7666 -4.7448
O 1.3355 -2.1465 -5.1289
H 2.9444 -1.5232 -3.2467
H 3.0223 0.2232 -3.5893
H 3.5821 -0.9077 -4.8351
H 1.5712 -0.0095 -5.5269
H 0.7022 -0.5502 -4.0510
H 2.0687 -2.4109 -5.6893

Its total charge is 0. The value obtained for the frontier orbital gap is 0.2929 Ha. As for the highest occupied orbital energy: -7.93 eV. The LUMO energy comes out at 0.04 eV.


(2)
Below is an isolated ion of composition C4H11N2S and charge +1, with properties calculated with ωB97M-V with the def2-TZVPD basis set.

Element x y z (Å)
C -0.3049 -0.2703 1.8825
C 0.0701 -0.4275 0.6168
C 1.8722 0.2536 -1.0426
C -1.8934 0.6787 -0.4119
N 1.4966 -0.6113 0.0835
N -0.8576 -0.4396 -0.5296
S -1.2549 2.3986 -0.4839
H -1.3239 -0.1688 2.1375
H 0.3283 -0.3895 2.7344
H 1.8973 1.3374 -0.9097
H 2.8666 -0.1086 -1.2208
H 1.1810 0.1634 -1.9460
H -2.2304 0.6371 -1.4809
H -2.6543 0.4706 0.4312
H 2.2492 -0.4422 0.8675
H -1.3069 -1.3054 -0.4560
H -0.2768 -0.4763 -1.2698
H -2.0546 2.6986 -1.4792

Its total charge is +1. The value obtained for the frontier orbital gap is 0.3698 Ha. As for the highest occupied orbital energy: -13.37 eV. The LUMO energy comes out at -3.31 eV.


(3)
Below is a 3-piece molecular cluster, CH9N2O2 overall, with properties calculated with ωB97M-V with the def2-TZVPD basis set.

Element x y z (Å)
N -0.2571 -1.3230 0.4213
C 0.6379 -0.5627 1.0386
N 1.5459 0.1506 0.3902
H 0.0117 -1.7426 -0.5544
H -1.1910 -1.5883 0.8911
H 0.3850 -0.3370 2.1972
H 1.7901 1.0089 0.8148
H 1.8102 -0.0089 -0.5826
H 1.1860 1.5550 -2.6758
H 2.4525 0.6892 -3.0373
O 1.9789 1.0934 -2.3076
H -4.1709 0.2200 0.8374
H -2.9307 0.3185 1.7641
O -3.2485 0.5268 0.8030

Its total charge is +2. The value obtained for the frontier orbital gap (spin up / spin down) is 0.3814 / 0.1220 Ha. As for the highest occupied orbital energy (spin up / spin down): -19.62 / -18.91 eV. Its expectation value of S² is 0.768. The LUMO energy (spin up / spin down) comes out at -9.24 / -15.59 eV. As for the multiplicity: 2.


(4)
Below is C19H32ClFO4Tl as an isolated structure, with properties calculated with ωB97M-V with the def2-TZVPD basis set.

Element x y z (Å)
C 2.5122 -2.0858 1.4168
C 3.2073 -1.0378 2.2960
C 2.2156 -0.2409 3.1731
C 1.7453 1.0898 2.5821
C 0.4495 1.0038 1.7556
C 0.6992 1.2051 0.2565
C -0.5032 1.6092 -0.6222
C -0.0578 1.5076 -2.1045
C -1.0867 1.7753 -3.1822
F 0.4232 0.2108 -2.2902
C -0.8934 3.0411 -0.1482
C -0.8654 4.2786 -1.0589
C 0.4670 4.7057 -1.6043
O 1.4437 4.9695 -0.9168
Cl 0.5255 4.9573 -3.2787
O -2.2949 2.9856 0.2662
C -2.7422 1.7886 0.5030
O -3.6758 1.4434 1.1261
C -1.7936 0.8096 -0.4291
C -1.9033 -0.5525 0.2318
C -0.9125 -1.5674 -0.4014
C -1.4723 -2.9074 0.1298
C -0.5976 -3.9907 -0.5473
O -1.2529 -5.1739 -0.4427
C -0.9785 -6.2222 -1.3513
H 3.2000 -2.8840 1.1551
H 2.1608 -1.6524 0.4767
H 1.6539 -2.5079 1.9366
H 3.7688 -0.3358 1.6867
H 3.9065 -1.5546 2.9438
H 1.3536 -0.8791 3.3570
H 2.6915 -0.0694 4.1337
H 2.5448 1.5088 1.9725
H 1.5853 1.7758 3.4115
H 0.0637 0.0021 1.9230
H -0.3066 1.6877 2.1425
H 1.1968 0.3257 -0.1338
H 1.4162 2.0199 0.1471
H 0.8063 2.1623 -2.2325
H -1.6766 0.8744 -3.3392
H -0.5837 1.9678 -4.1222
H -1.7803 2.5704 -2.9443
H -0.3829 3.3226 0.7655
H -1.1582 5.1224 -0.4291
H -1.6089 4.2211 -1.8399
H -2.4258 0.7759 -1.3171
H -1.7825 -0.5375 1.3096
H -2.9317 -0.8807 0.0707
H -0.9466 -1.5393 -1.4819
H 0.0992 -1.4383 -0.0445
H -1.4365 -2.9490 1.2137
H -2.4988 -3.0971 -0.1751
H 0.3693 -4.0475 0.0001
H -0.3940 -3.7728 -1.6059
H -1.8096 -6.3173 -2.0608
H -0.9553 -7.1370 -0.7564
H -0.0451 -6.0689 -1.8836
Tl 3.2479 5.7295 0.3611

Its total charge is +3. The value obtained for the frontier orbital gap is 0.1043 Ha. As for the highest occupied orbital energy: -18.36 eV. The LUMO energy comes out at -15.52 eV.


| no. | strongest force on any atom (Eh/bohr) |
| --- | --- |
| 1 | 0.058 |
| 2 | 0.121 |
| 3 | 0.068 |
| 4 | 0.040 |